[1]
C3H9N3 | the ωB97M-V functional and the def2-TZVPD basis

E_tot in eV: -7717.0658
HOMO (alpha / beta) in eV: -13.5892 / -13.4939
Total charge: +1
Relative energy (zero: lowest compared OMol25 entry of this formula, charge and spin) in kJ/mol: 192.3
LUMO (alpha / beta) in eV: -4.4 / -9.0
<S²>: 0.781
Multiplicity: 2

The geometry in XYZ format:
```
15
Properties=species:S:1:pos:R:3:mulliken_spin:R:1
C 0.36 -0.73 -1.72 0.0023
C -1.42 0.54 -2.48 0.0014
N -0.94 -0.07 -1.47 0.0150
H 1.02 -0.59 -0.86 -0.0005
H 0.85 -0.26 -2.58 0.0019
H 0.23 -1.80 -1.83 0.0010
H -2.44 0.90 -2.39 0.0005
H -0.79 0.77 -3.34 0.0012
N -0.26 0.81 1.67 0.4880
C 0.88 0.32 2.18 -0.0826
N 1.18 -0.95 2.00 0.6214
H -0.81 0.17 1.06 -0.0154
H -0.25 1.77 1.34 -0.0136
H 1.54 1.04 2.65 -0.0039
H 2.09 -1.09 2.44 -0.0167
```

[2]
C3H9N3 | the ωB97M-V functional and the def2-TZVPD basis

E_tot in eV: -7704.5093
HOMO in eV: -18.9836
Total charge: +2
Relative energy (zero: lowest compared OMol25 entry of this formula, charge and spin) in kJ/mol: 460.8
LUMO in eV: -9.5

The geometry in XYZ format:
```
15
Properties=species:S:1:pos:R:3:nbo_charge:R:1
C -0.61 0.94 -0.62 0.7057
C 0.48 -1.93 1.25 0.3050
C -1.34 2.62 -2.47 -0.4716
N 0.47 -0.87 0.68 -0.5583
N -0.90 1.52 -1.67 -0.6644
N 1.30 -2.27 2.45 -0.7656
H -0.21 -2.81 1.24 0.2220
H -2.43 2.69 -2.55 0.2967
H -0.81 2.69 -3.45 0.2908
H -1.04 3.59 -1.90 0.2898
H 1.00 -0.01 0.98 0.4035
H -0.47 0.75 -2.34 0.5376
H 0.87 -2.14 3.38 0.4687
H 2.07 -1.51 2.50 0.4622
H 1.63 -3.26 2.52 0.4781
```

[3]
C3H9N3 | the ωB97M-V functional and the def2-TZVPD basis

E_tot in eV: -7702.2696
HOMO in eV: -17.5186
Total charge: +2
Relative energy (zero: lowest compared OMol25 entry of this formula, charge and spin) in kJ/mol: 676.9
LUMO in eV: -10.7

The geometry in XYZ format:
```
15
Properties=species:S:1:pos:R:3:nbo_charge:R:1
C -1.65 -2.08 -0.63 0.4317
C -0.25 -0.10 -0.49 0.0301
C 2.04 3.12 0.66 -0.5044
N -1.96 -3.25 -0.25 -0.6135
N -0.72 -1.24 0.05 -0.6138
N 1.43 2.03 0.55 -0.1461
H -2.23 -1.75 -1.44 0.2460
H -0.54 -0.12 -1.55 0.1293
H 1.70 4.13 0.08 0.2792
H 3.26 3.06 0.66 0.4930
H 2.46 3.26 1.79 0.4506
H -2.62 -3.80 -0.90 0.4992
H -1.41 -3.56 0.63 0.4644
H -0.21 -1.58 0.90 0.4502
H 0.69 1.87 -0.07 0.4039
```

Q: Among the records above, which one has the lowest E_tot?
A: number 1